118
Properties=species:S:1:pos:R:3 method="wB97M-V/def2-TZVPD" gap_ev="5.540 / 5.506" e_tot_ev=-245120.886 de_lowest_ev=0.0000 homo_energy_ev="-3.8 / -3.8" multiplicity=3 lumo_ev="1.754 / 1.748" charge=-1
Ni -2.011 -22.500 -9.978
C -5.954 -28.584 -6.025
C -4.770 -27.668 -5.708
C -5.304 -26.652 -4.660
C -3.528 -28.407 -5.170
C -4.428 -26.764 -6.880
C -3.178 -26.176 -7.038
C -2.905 -25.219 -8.008
Se -1.144 -24.523 -8.225
C -0.867 -25.609 -9.774
C -0.482 -26.935 -9.680
C -0.308 -27.792 -10.766
C -0.474 -27.189 -12.018
C -1.002 -25.935 -12.233
C -1.308 -25.148 -11.035
O -1.899 -24.032 -11.286
C -1.219 -25.356 -13.629
C -0.280 -24.123 -13.843
C -0.847 -26.393 -14.677
C -2.686 -24.926 -13.927
C 0.287 -29.181 -10.599
C -0.834 -29.981 -10.009
C 0.707 -29.820 -11.892
C 1.505 -29.138 -9.608
C -3.963 -24.621 -8.788
O -3.849 -23.492 -9.383
C -5.190 -25.429 -8.836
C -5.439 -26.321 -7.771
C -6.283 -25.065 -9.893
C -7.470 -26.054 -9.877
C -6.792 -23.634 -9.584
C -5.600 -25.133 -11.291
H -6.112 -29.142 -5.096
H -5.761 -29.352 -6.805
H -6.882 -28.092 -6.253
H -5.393 -27.129 -3.642
H -6.199 -26.184 -4.970
H -4.582 -25.848 -4.528
H -3.792 -29.019 -4.289
H -2.802 -27.638 -4.824
H -3.148 -29.028 -5.976
H -2.396 -26.480 -6.338
H -0.296 -27.315 -8.663
H -0.075 -27.774 -12.829
H 0.704 -24.508 -13.605
H -0.586 -23.254 -13.256
H -0.284 -23.869 -14.892
H 0.239 -26.548 -14.733
H -1.120 -26.038 -15.649
H -1.410 -27.340 -14.523
H -3.112 -24.223 -13.246
H -3.343 -25.830 -13.858
H -2.683 -24.503 -14.933
H -1.658 -30.002 -10.679
H -1.140 -29.532 -9.053
H -0.542 -31.067 -9.796
H -0.125 -29.860 -12.605
H 1.114 -30.816 -11.670
H 1.508 -29.174 -12.305
H 1.140 -28.945 -8.574
H 2.212 -28.364 -9.893
H 1.963 -30.131 -9.541
H -6.428 -26.743 -7.666
H -8.185 -25.869 -9.086
H -7.226 -27.123 -9.809
H -8.047 -25.893 -10.764
H -7.281 -23.540 -8.565
H -7.531 -23.329 -10.323
H -5.956 -22.901 -9.553
H -5.354 -26.194 -11.468
H -4.735 -24.515 -11.317
H -6.218 -24.801 -12.165
I 0.330 -21.731 -10.456
C -1.825 -18.924 -13.155
S -2.832 -20.388 -12.806
C -4.347 -19.671 -12.309
O -3.065 -21.256 -14.013
H -0.773 -19.234 -13.023
H -2.068 -18.056 -12.537
H -2.042 -18.763 -14.196
H -5.072 -20.459 -12.078
H -4.677 -18.966 -13.128
H -4.115 -19.147 -11.355
O -2.786 -20.683 -9.359
As -2.887 -19.599 -7.956
C -3.633 -17.942 -8.514
C -2.832 -16.833 -8.729
C -3.404 -15.570 -8.739
C -4.774 -15.390 -8.592
C -5.583 -16.523 -8.647
C -4.998 -17.778 -8.514
C -1.288 -19.162 -6.898
C -1.228 -18.040 -6.033
C -0.010 -17.646 -5.447
C 1.164 -18.355 -5.684
C 1.112 -19.520 -6.529
C -0.117 -19.927 -7.093
C -4.181 -20.413 -6.803
C -4.876 -19.644 -5.879
C -5.926 -20.173 -5.132
C -6.251 -21.488 -5.278
C -5.558 -22.287 -6.205
C -4.486 -21.737 -6.977
H -1.739 -16.966 -8.761
H -2.732 -14.690 -8.895
H -5.225 -14.408 -8.549
H -6.656 -16.451 -8.672
H -5.603 -18.651 -8.407
H -2.069 -17.443 -5.796
H -0.011 -16.834 -4.692
H 2.085 -18.104 -5.153
H 1.996 -20.161 -6.624
H -0.150 -20.802 -7.763
H -4.689 -18.598 -5.824
H -6.444 -19.451 -4.473
H -7.054 -21.839 -4.687
H -5.811 -23.336 -6.355
H -3.958 -22.315 -7.715